# 1
{
  "formula": "C33H55AsGeNO3PdSi2",
  "method": "the ωB97M-V functional and the def2-TZVPD basis",
  "homo_lumo_gap_ha": [0.1990, 0.2112],
  "s2": 0.819,
  "multiplicity": 2,
  "homo_energy_ha": [-0.4935, -0.4921],
  "relative_energy_kcal_mol": 0.0,
  "total_charge": 2,
  "lumo_energy_ev": [-8.014, -7.645],
  "max_force_ev_per_a": 1.24,
  "elements": ["Pd", "C", "C", "C", "C", "O", "Ge", "O", "C", "C", "C", "C", "O", "C", "C", "C", "C", "H", "H", "H", "H", "H", "H", "H", "H", "H", "H", "H", "H", "H", "H", "H", "H", "H", "H", "H", "H", "H", "H", "H", "H", "H", "H", "H", "C", "C", "C", "C", "C", "C", "C", "C", "C", "C", "C", "C", "C", "C", "C", "N", "H", "H", "H", "H", "H", "H", "H", "H", "H", "H", "C", "Si", "C", "C", "As", "Si", "C", "C", "C", "H", "H", "H", "H", "H", "H", "H", "H", "H", "H", "H", "H", "H", "H", "H", "H", "H", "H"],
  "coordinates": [[-0.75674, 0.13233, -0.25657], [-0.92872, -2.29323, -4.08147], [-1.87301, -2.12039, -2.90287], [-2.52810, -3.46434, -2.60008], [-2.93775, -1.07678, -3.20309], [-1.14839, -1.64807, -1.72146], [0.09836, -2.66482, -0.75156], [-0.66417, -1.86504, 0.82987], [-1.84025, -2.58595, 1.39689], [-3.13258, -1.96995, 0.88717], [-1.76177, -4.06103, 0.99888], [-1.76982, -2.53269, 2.91374], [1.27299, -1.07874, -0.67125], [2.52015, -1.14599, -1.43440], [3.00724, 0.26908, -1.71096], [2.30489, -1.82902, -2.78797], [3.49041, -2.00284, -0.63219], [-1.48392, -2.65500, -4.94778], [-0.15383, -3.02797, -3.85781], [-0.45629, -1.35278, -4.35167], [-3.11415, -3.79163, -3.45918], [-3.20044, -3.39903, -1.74534], [-1.78065, -4.23722, -2.40432], [-3.58878, -1.42317, -4.00622], [-2.48659, -0.13545, -3.51832], [-3.55544, -0.89559, -2.32093], [-3.15351, -1.95503, -0.19997], [-3.25747, -0.95016, 1.24969], [-3.98098, -2.55674, 1.24153], [-1.87656, -4.21394, -0.07383], [-2.57200, -4.60422, 1.48545], [-0.81807, -4.50782, 1.31523], [-2.02099, -1.55431, 3.30923], [-0.77642, -2.82580, 3.25737], [-2.48904, -3.23573, 3.33428], [2.20272, 0.88283, -2.10855], [3.81101, 0.24647, -2.44812], [3.37386, 0.77173, -0.83243], [1.67671, -1.24348, -3.45493], [1.86422, -2.81904, -2.67798], [3.27537, -1.96135, -3.26841], [3.49951, -1.69957, 0.41358], [4.50080, -1.93812, -1.03570], [3.18259, -3.04961, -0.65738], [-2.91562, 1.64834, 3.04303], [-3.54880, 2.75843, 2.50615], [-3.28544, 3.13001, 1.19771], [-2.40373, 2.38571, 0.41786], [-1.75898, 1.28835, 0.98419], [-1.99977, 0.92438, 2.28635], [-2.12380, 2.62926, -0.99072], [-2.76148, 3.61926, -1.75789], [-2.46346, 3.72571, -3.08178], [-1.52094, 2.85184, -3.66157], [-1.16564, 2.92478, -5.02837], [-0.21689, 2.08871, -5.54109], [0.39927, 1.13485, -4.70604], [0.05274, 1.02267, -3.38843], [-0.90936, 1.88313, -2.83642], [-1.22792, 1.79110, -1.50236], [-3.12732, 1.34418, 4.06109], [-4.25414, 3.32595, 3.09688], [-3.78351, 3.99436, 0.77893], [-1.50184, 0.07021, 2.70453], [-3.48513, 4.27496, -1.29820], [-2.94121, 4.47854, -3.69631], [-1.65380, 3.66010, -5.65498], [0.06230, 2.15159, -6.58350], [1.14935, 0.47419, -5.12395], [0.47942, 0.26381, -2.75399], [3.50044, 2.53063, 2.03164], [3.75873, 0.71093, 1.72444], [5.28383, 0.52825, 0.69288], [3.73609, -0.63071, 3.01904], [1.18858, 0.45623, 1.27281], [0.92186, 1.25459, 3.87616], [0.20680, 2.91985, 3.44825], [-0.11750, -0.01528, 4.75437], [2.44601, 1.43822, 4.91444], [4.19490, 2.88038, 2.80087], [2.49991, 2.84606, 2.31866], [3.75647, 3.04152, 1.10077], [6.06999, 0.97038, 1.31964], [5.27168, 1.07809, -0.24209], [5.55268, -0.50439, 0.49418], [4.35838, -0.33135, 3.86717], [4.19085, -1.51735, 2.57382], [2.75879, -0.91218, 3.40287], [-0.41041, 2.95802, 2.55434], [0.99868, 3.66444, 3.35994], [-0.42344, 3.20038, 4.29869], [-1.13906, 0.32305, 4.92145], [0.33265, -0.19792, 5.73262], [-0.15602, -0.96433, 4.22937], [3.29134, 1.96312, 4.48265], [2.78238, 0.48673, 5.31948], [2.07668, 2.04740, 5.75026]],
  "forces_ev_per_angstrom": [[-0.459, 0.524, 0.263], [0.033, 0.003, 0.000], [-0.064, 0.003, 0.157], [-0.035, 0.003, 0.054], [-0.007, 0.010, -0.002], [0.102, -0.072, -0.284], [0.094, -0.404, -0.139], [-0.204, 0.443, 0.123], [0.079, -0.045, -0.011], [0.008, 0.053, -0.015], [0.042, -0.003, -0.050], [0.081, -0.012, 0.019], [0.092, -0.091, 0.403], [0.069, -0.129, -0.098], [-0.042, -0.013, -0.099], [-0.104, -0.008, 0.009], [0.009, 0.028, 0.011], [-0.002, 0.013, -0.001], [-0.015, -0.036, 0.003], [-0.007, 0.022, -0.023], [0.011, 0.000, -0.004], [-0.031, 0.004, -0.017], [0.018, 0.011, 0.000], [0.005, 0.010, -0.008], [0.010, 0.000, 0.006], [-0.006, -0.010, -0.002], [0.005, -0.013, -0.008], [-0.033, -0.045, 0.002], [-0.006, 0.000, 0.009], [-0.042, -0.009, -0.008], [-0.005, 0.025, 0.005], [-0.007, -0.003, 0.027], [-0.037, -0.024, 0.041], [-0.007, -0.029, -0.003], [0.000, 0.001, -0.006], [0.043, -0.030, -0.078], [0.033, -0.002, 0.039], [0.040, 0.071, 0.148], [-0.022, 0.018, -0.004], [0.052, -0.039, -0.010], [0.004, 0.039, 0.013], [0.046, 0.037, 0.043], [0.005, -0.008, -0.013], [-0.020, 0.007, -0.014], [0.060, 0.025, 0.077], [0.013, -0.018, -0.035], [-0.004, 0.044, 0.014], [0.062, 0.063, 0.046], [-0.412, -0.222, -0.078], [-0.142, -0.007, 0.026], [0.020, -0.063, 0.069], [0.058, 0.039, -0.007], [-0.022, 0.018, -0.010], [0.022, 0.044, -0.008], [0.015, -0.004, 0.014], [0.008, 0.004, -0.004], [0.014, -0.003, -0.006], [-0.076, 0.021, -0.053], [0.193, 0.054, 0.104], [-0.149, -0.157, -0.276], [-0.002, 0.002, -0.002], [0.005, 0.000, 0.010], [-0.015, -0.022, 0.000], [0.014, -0.067, -0.005], [0.008, -0.010, 0.011], [-0.008, -0.014, -0.012], [0.005, 0.013, 0.010], [0.002, -0.002, -0.001], [-0.008, -0.008, 0.002], [-0.036, -0.068, -0.008], [0.112, 0.044, 0.042], [-0.664, -0.267, -0.264], [-0.003, 0.042, 0.037], [0.313, 0.073, 0.138], [1.096, 0.443, -0.378], [-0.467, -0.602, -0.045], [0.103, 0.057, -0.036], [-0.042, 0.167, 0.148], [0.174, 0.038, -0.140], [0.005, 0.046, -0.042], [0.060, 0.023, -0.027], [-0.013, -0.004, -0.015], [0.011, -0.041, 0.002], [0.062, 0.102, -0.016], [0.018, -0.047, 0.026], [0.045, -0.093, -0.028], [0.023, -0.008, 0.013], [-0.003, -0.004, 0.004], [-0.021, 0.004, -0.010], [-0.052, 0.032, 0.101], [-0.028, 0.020, -0.010], [-0.035, -0.005, -0.003], [0.002, 0.017, -0.007], [0.047, -0.049, -0.014], [-0.034, 0.044, 0.077], [-0.058, 0.027, 0.070], [-0.001, -0.022, 0.023]],
  "mulliken_spin": [0.465, 0.004, -0.002, 0.000, 0.005, -0.019, -0.019, 0.093, -0.014, 0.013, 0.004, 0.006, -0.082, -0.002, -0.007, -0.006, -0.011, 0.000, 0.000, 0.000, 0.000, 0.000, 0.000, 0.001, 0.000, 0.001, -0.002, -0.001, 0.000, 0.000, 0.001, -0.001, 0.002, -0.002, 0.000, 0.005, 0.000, 0.018, 0.002, 0.000, -0.001, 0.003, -0.001, 0.001, -0.005, 0.002, 0.003, 0.040, -0.007, -0.015, 0.010, 0.003, -0.001, 0.003, -0.001, 0.001, 0.000, -0.018, 0.004, 0.072, 0.000, 0.000, 0.000, 0.016, 0.001, 0.000, 0.000, 0.000, 0.000, -0.006, 0.007, 0.061, -0.001, 0.027, 0.308, 0.035, -0.011, 0.005, -0.003, 0.002, 0.002, 0.008, 0.001, 0.001, 0.000, 0.006, 0.001, -0.006, 0.005, 0.003, -0.002, 0.000, 0.000, -0.002, 0.000, 0.000, -0.001]
}

# 2
{
  "formula": "C33H55BrNO14",
  "method": "the ωB97M-V functional and the def2-TZVPD basis",
  "homo_lumo_gap_ha": 0.3155,
  "homo_energy_ha": -0.4233,
  "relative_energy_kcal_mol": 0.0,
  "total_charge": 1,
  "lumo_energy_ev": -2.934,
  "max_force_ev_per_a": 0.35,
  "elements": ["C", "C", "N", "C", "C", "C", "Br", "H", "H", "H", "H", "H", "H", "H", "H", "H", "H", "H", "H", "H", "O", "C", "O", "C", "C", "C", "H", "H", "H", "H", "H", "H", "O", "C", "O", "C", "C", "C", "H", "H", "H", "H", "H", "H", "O", "C", "O", "C", "C", "C", "H", "H", "H", "H", "H", "H", "O", "C", "O", "C", "C", "C", "H", "H", "H", "H", "H", "H", "O", "C", "O", "C", "C", "C", "H", "H", "H", "H", "H", "H", "O", "C", "O", "C", "C", "C", "H", "H", "H", "H", "H", "H", "O", "C", "O", "C", "C", "C", "H", "H", "H", "H", "H", "H"],
  "coordinates": [[6.81963, 4.78287, -0.42872], [6.83039, 3.27039, -0.44895], [5.44466, 2.66269, -0.50239], [4.50442, 3.21053, -1.55917], [3.55936, 4.27015, -0.98594], [2.21683, 3.66723, -0.62295], [3.39074, 5.70417, -2.27485], [6.53472, 5.16032, 0.55261], [6.15829, 5.21405, -1.17806], [7.82393, 5.13799, -0.64393], [7.35723, 2.86089, -1.30702], [7.29129, 2.87169, 0.45164], [5.53928, 1.65936, -0.65871], [5.00863, 2.75852, 0.41706], [3.92872, 2.35873, -1.91873], [5.13017, 3.58174, -2.36327], [4.02874, 4.73814, -0.12039], [2.28488, 3.18422, 0.35392], [1.44282, 4.42960, -0.57655], [1.93251, 2.94562, -1.37710], [1.16123, 0.53853, -1.53560], [0.39045, 0.82149, -2.41889], [0.48373, 2.02515, -3.03016], [-0.55482, 2.17528, -4.03222], [-0.97845, 0.74835, -4.35701], [-0.74423, 0.03334, -3.02596], [-1.37429, 2.71004, -3.56330], [-0.13675, 2.73155, -4.86591], [-2.01104, 0.70141, -4.69310], [-0.33988, 0.32144, -5.13210], [-1.60760, 0.10595, -2.36233], [-0.48322, -1.01571, -3.11579], [-2.02502, -3.13810, -2.98347], [-1.19590, -3.60231, -2.25370], [-0.66105, -2.87877, -1.24365], [0.37924, -3.62339, -0.57798], [0.08425, -5.08760, -0.89404], [-0.56190, -4.98030, -2.27363], [1.34039, -3.29525, -0.97998], [0.33977, -3.38706, 0.47955], [0.97305, -5.70993, -0.84983], [-0.62962, -5.48378, -0.17284], [0.17293, -4.99185, -3.08222], [-1.31608, -5.73089, -2.49373], [-3.39709, 2.30888, -2.57609], [-4.21404, 1.53280, -2.15603], [-3.89511, 0.23492, -1.97967], [-5.05338, -0.52071, -1.55965], [-5.99166, 0.51591, -0.94826], [-5.65339, 1.76581, -1.76036], [-5.47727, -0.99777, -2.44470], [-4.70825, -1.28853, -0.87364], [-7.03699, 0.22388, -1.00343], [-5.73652, 0.67387, 0.10012], [-6.25031, 1.83252, -2.67293], [-5.76090, 2.70305, -1.22279], [-7.85944, 3.93998, -1.52264], [-8.17446, 4.05451, -2.67028], [-8.56006, 2.98566, -3.41025], [-8.80337, 3.37527, -4.77589], [-9.06934, 4.87764, -4.72209], [-8.20768, 5.30010, -3.53498], [-7.91177, 3.13715, -5.36004], [-9.63710, 2.78250, -5.14148], [-8.82416, 5.37749, -5.65583], [-10.12125, 5.05971, -4.50176], [-7.17891, 5.52629, -3.82417], [-8.59089, 6.13851, -2.96015], [1.18977, -6.46326, 1.94583], [1.70893, -5.62110, 2.61563], [2.09033, -4.43123, 2.06700], [2.76910, -3.62082, 3.04217], [2.30781, -4.15233, 4.39641], [2.06477, -5.62778, 4.08517], [3.84521, -3.74444, 2.89599], [2.49879, -2.58414, 2.85366], [3.03009, -3.98228, 5.19113], [1.37083, -3.67101, 4.67855], [2.96652, -6.22722, 4.21622], [1.27062, -6.08399, 4.66881], [4.22630, -6.36478, 7.51173], [4.75101, -7.19663, 6.83525], [4.18682, -7.62305, 5.67383], [4.97586, -8.66977, 5.07703], [6.37396, -8.50058, 5.66718], [6.06059, -7.93153, 7.04948], [4.52734, -9.62707, 5.34787], [4.92512, -8.54757, 3.99803], [6.93523, -9.43143, 5.68132], [6.93683, -7.77105, 5.08368], [5.88246, -8.71135, 7.79278], [6.80568, -7.24899, 7.44834], [-1.01054, 5.51156, 4.68199], [-1.12550, 5.11274, 3.56443], [-1.27696, 3.79160, 3.28294], [-1.27571, 3.57290, 1.86631], [-1.67855, 4.91048, 1.24801], [-1.11040, 5.89851, 2.26234], [-0.26698, 3.27040, 1.57130], [-1.96524, 2.76295, 1.64351], [-1.30230, 5.03415, 0.23459], [-2.76502, 4.99197, 1.21511], [-0.07015, 6.15927, 2.05252], [-1.67176, 6.82090, 2.38030]],
  "forces_ev_per_angstrom": [[-0.074, -0.013, 0.075], [-0.045, -0.073, -0.075], [-0.149, -0.009, 0.189], [0.091, -0.165, -0.020], [0.253, -0.084, 0.160], [0.028, 0.282, 0.004], [-0.063, 0.078, -0.166], [-0.043, 0.052, -0.001], [0.022, 0.003, -0.067], [0.072, 0.009, 0.047], [0.007, 0.094, -0.115], [0.079, -0.074, 0.001], [0.048, -0.014, 0.068], [-0.086, 0.011, -0.043], [-0.027, 0.036, -0.083], [0.042, 0.041, -0.034], [-0.018, 0.109, -0.022], [-0.075, -0.165, -0.025], [0.024, 0.043, 0.144], [-0.256, -0.183, -0.004], [0.008, -0.094, -0.011], [0.022, 0.141, -0.061], [0.187, 0.076, -0.068], [-0.126, -0.251, 0.201], [-0.010, -0.038, 0.037], [0.223, 0.058, -0.072], [-0.046, 0.169, -0.104], [0.035, 0.013, 0.005], [-0.026, -0.006, 0.026], [-0.007, 0.009, -0.016], [0.030, -0.012, -0.032], [-0.026, -0.012, 0.065], [-0.032, -0.075, -0.048], [0.081, 0.025, 0.049], [0.005, 0.058, 0.027], [-0.026, -0.104, -0.013], [-0.070, 0.076, -0.065], [-0.049, 0.046, 0.076], [0.008, -0.010, -0.002], [-0.019, 0.018, 0.010], [0.011, 0.000, -0.023], [0.017, -0.016, 0.021], [0.010, -0.007, -0.005], [0.015, -0.021, -0.015], [-0.117, 0.171, 0.043], [0.076, -0.137, -0.013], [-0.070, -0.077, 0.023], [-0.009, 0.045, -0.039], [0.075, 0.050, -0.012], [0.121, -0.094, 0.075], [-0.015, -0.007, 0.008], [-0.004, 0.006, 0.022], [-0.010, 0.009, -0.039], [-0.020, -0.008, 0.014], [-0.007, 0.011, 0.014], [-0.030, -0.009, -0.054], [-0.013, 0.115, 0.029], [-0.043, -0.036, -0.076], [0.038, -0.034, -0.025], [0.026, 0.025, 0.012], [0.000, -0.042, 0.089], [-0.078, -0.050, 0.036], [-0.004, 0.010, -0.018], [-0.022, 0.021, -0.004], [0.036, 0.004, 0.002], [-0.010, 0.005, -0.017], [0.007, 0.007, -0.016], [0.019, 0.023, -0.009], [-0.028, -0.077, 0.078], [0.041, 0.125, -0.081], [0.055, 0.038, -0.003], [0.000, -0.072, 0.044], [-0.076, -0.035, -0.053], [-0.046, 0.153, -0.027], [0.004, 0.009, 0.022], [-0.007, 0.005, 0.013], [0.033, -0.033, -0.011], [0.004, 0.009, 0.022], [-0.034, -0.023, 0.033], [0.023, -0.077, -0.010], [0.074, 0.049, 0.051], [-0.040, -0.030, -0.109], [0.041, -0.048, -0.070], [0.000, -0.020, 0.088], [-0.058, 0.079, 0.031], [-0.041, 0.033, -0.044], [0.017, -0.019, -0.007], [0.019, 0.004, -0.006], [-0.013, -0.018, 0.032], [0.015, -0.012, -0.010], [0.013, -0.021, -0.004], [0.012, -0.016, 0.023], [0.003, 0.080, -0.008], [0.027, -0.068, -0.073], [-0.001, -0.050, 0.021], [-0.028, 0.057, -0.092], [0.008, 0.028, 0.093], [-0.042, -0.064, 0.043], [-0.009, -0.010, -0.051], [0.003, -0.021, 0.040], [0.029, 0.001, 0.002], [-0.006, -0.016, -0.010], [0.004, 0.018, -0.013], [0.008, 0.016, -0.014]],
  "mulliken_charge": [-0.935, -0.506, -0.127, -0.998, 0.009, -1.189, -0.064, 0.320, 0.234, 0.371, 0.357, 0.397, 0.388, 0.423, 0.474, 0.466, 0.452, 0.334, 0.453, 0.147, -0.645, 0.451, -0.425, -0.298, -0.715, 0.643, 0.142, 0.379, 0.306, 0.370, -0.118, -0.067, -0.581, 0.653, -0.287, -0.214, -0.364, -0.659, 0.164, 0.152, 0.340, 0.271, 0.249, 0.331, -0.630, 0.268, -0.234, -0.498, -0.715, 0.018, 0.279, 0.347, 0.366, 0.262, -0.065, 0.425, -0.590, 0.702, -0.342, -0.408, -0.461, -0.541, 0.253, 0.307, 0.321, 0.261, 0.234, 0.333, -0.583, 0.459, -0.337, -0.394, -0.623, -0.014, 0.241, 0.321, 0.361, 0.274, -0.079, 0.383, -0.574, 0.492, -0.324, -0.389, -0.507, -0.425, 0.274, 0.306, 0.331, 0.257, 0.253, 0.307, -0.555, 0.462, -0.378, -0.105, -0.412, -0.371, 0.044, 0.247, 0.296, 0.278, 0.197, 0.312]
}

| no. | energy (eV) |
| --- | --- |
| 1 | -179322.314 |
| 2 | -135306.824 |